(1)
{"formula": "C4H4Br12", "method": "the ωB97M-V functional and the def2-TZVPD basis", "elements": ["Br", "Br", "H", "C", "Br", "Br", "Br", "C", "Br", "H", "Br", "H", "C", "C", "H", "Br", "Br", "Br", "Br", "Br"], "xyz": [[2.945, -2.661, -3.535], [2.829, 0.759, 5.269], [1.933, -2.694, -1.210], [1.743, 0.853, 3.581], [-5.195, -0.571, -0.591], [-2.016, 2.778, 0.252], [-0.348, -0.078, 1.003], [2.148, -1.899, -1.925], [2.927, 0.480, 1.985], [0.857, 0.220, 3.620], [-2.783, 0.643, -2.659], [-0.514, 1.256, -1.104], [-3.484, -0.928, -1.496], [-0.410, 1.577, -0.068], [-2.834, -1.064, -0.632], [1.178, 2.863, 0.043], [0.316, -1.250, -2.365], [-3.715, -2.675, -2.485], [3.184, -0.410, -1.278], [1.238, 2.801, 3.597]], "multiplicity": 1, "de_lowest_kj_mol": 115.2, "homo_energy_ev": -9.90, "homo_lumo_gap_ev": 8.924, "total_charge": 0}

***

(2)
{"formula": "C33H92O27S13", "method": "the ωB97M-V functional and the def2-TZVPD basis", "elements": ["S", "O", "C", "O", "H", "H", "H", "H", "H", "C", "C", "H", "H", "H", "H", "C", "H", "H", "C", "H", "O", "C", "C", "S", "O", "H", "C", "H", "H", "H", "C", "H", "S", "H", "H", "H", "S", "S", "S", "O", "C", "O", "S", "H", "H", "H", "H", "H", "H", "H", "O", "H", "C", "C", "C", "O", "H", "O", "O", "H", "H", "O", "C", "H", "H", "O", "H", "H", "O", "S", "H", "H", "H", "O", "C", "O", "H", "C", "O", "C", "C", "O", "H", "H", "H", "O", "H", "H", "H", "H", "H", "H", "O", "C", "H", "C", "C", "H", "H", "H", "S", "H", "C", "H", "H", "H", "H", "H", "H", "C", "H", "H", "H", "H", "C", "H", "H", "H", "H", "S", "C", "H", "H", "H", "H", "S", "H", "O", "H", "H", "H", "O", "C", "O", "H", "C", "H", "H", "H", "C", "H", "H", "H", "S", "C", "O", "H", "H", "H", "O", "C", "H", "C", "H", "H", "O", "H", "H", "O", "S", "H", "C", "H", "C", "O"], "xyz": [[1.412, -7.789, -4.887], [6.653, -10.377, 4.075], [1.845, 5.456, 8.578], [-9.405, -3.466, -5.665], [5.526, -9.576, 5.740], [-5.944, -9.215, 7.236], [8.045, -8.241, 5.445], [-2.512, 11.372, -4.440], [9.169, -8.058, 3.961], [-7.393, -3.896, -4.223], [-8.024, -3.077, -5.379], [8.100, -2.416, -3.959], [9.015, -9.653, 4.869], [0.461, 11.277, -2.041], [1.697, -1.347, 1.433], [-7.261, 0.864, 4.795], [-9.869, 7.660, -0.958], [-8.773, 5.413, -2.405], [1.415, -0.380, 1.018], [-7.587, -0.663, 3.240], [-11.804, -2.829, -6.158], [1.246, 4.419, -8.112], [-0.468, 1.604, -7.294], [11.520, 0.167, 2.586], [-4.602, -10.093, 4.975], [-4.062, -8.356, 2.898], [-3.752, -8.178, 3.927], [-5.264, -10.624, 7.967], [-11.563, -1.532, 6.053], [9.061, 0.257, 2.589], [7.182, 7.397, 0.156], [-7.044, -10.592, 7.612], [7.118, -8.865, 3.525], [5.474, 6.375, 0.862], [1.694, 4.412, 8.851], [-0.487, 5.156, -9.247], [-5.785, -11.089, 5.615], [-9.484, -2.271, 5.020], [-10.447, -2.322, -6.344], [6.776, 8.543, 0.920], [-8.074, -0.230, 4.114], [9.326, 8.946, 1.008], [-1.824, 10.139, -1.929], [-0.998, 12.357, -2.229], [-10.047, -1.207, 6.973], [5.984, 5.595, -0.439], [4.763, 6.930, 9.285], [1.399, -6.945, -2.574], [-10.708, -2.071, -8.647], [-8.352, 5.746, -0.827], [1.460, 3.098, -8.603], [7.868, 6.781, 0.737], [-9.932, -2.565, -8.062], [-9.044, 5.120, -1.390], [10.716, -3.266, -5.000], [-3.162, 10.961, -2.566], [-7.872, -2.014, -5.196], [8.965, -5.020, -6.356], [-0.077, -7.746, -5.185], [-6.971, 1.648, 4.096], [-9.010, 0.256, 3.839], [3.699, 4.505, 6.876], [4.646, 5.885, 8.999], [-0.333, 1.391, -0.604], [5.616, 5.701, 8.537], [-5.322, -12.422, 5.883], [2.235, 4.816, -7.878], [-0.918, 2.593, -7.384], [1.845, 0.667, -8.272], [1.398, 1.835, -7.539], [6.119, -11.356, 7.145], [4.795, -10.789, 4.853], [12.161, 2.444, 1.761], [11.536, -1.203, 1.849], [1.639, -7.867, -3.103], [1.902, 2.158, -6.174], [-8.804, 4.085, -1.147], [6.576, -11.369, 6.156], [-0.884, -1.359, 0.048], [-4.874, -8.700, 4.862], [8.562, -8.698, 4.601], [-10.721, 5.410, 0.588], [-2.787, -8.657, 4.092], [6.678, -12.382, 5.766], [1.932, 0.369, 1.617], [-2.002, 10.232, -0.502], [-10.405, -0.109, 5.642], [8.664, 9.313, 4.041], [0.868, 4.831, -10.196], [-4.517, 12.670, -3.573], [8.188, -4.087, -3.513], [6.971, -3.599, -4.738], [7.644, -9.184, 2.193], [-0.532, 11.403, -2.473], [-9.770, -3.626, -8.252], [5.877, 6.631, -0.117], [-0.790, 1.343, 0.384], [-0.542, 11.212, -3.546], [1.808, 6.023, 9.509], [7.673, 7.642, -0.786], [9.097, -3.618, -5.802], [-1.845, 1.610, 0.445], [-3.342, 10.866, -3.946], [11.042, -4.079, -4.352], [-6.282, 0.459, 5.051], [-5.475, 11.269, -3.844], [7.885, 7.938, 3.339], [-10.891, 7.732, -2.325], [7.562, -10.971, 6.397], [-10.818, 7.281, -1.336], [-7.713, 1.382, 5.642], [-0.743, 0.963, -8.131], [3.081, -9.601, -4.934], [2.004, -9.682, -6.332], [-6.048, -10.299, 7.282], [10.857, -2.316, -4.485], [1.000, 5.668, 7.923], [-0.590, 1.163, -6.304], [0.830, 4.451, -7.105], [8.045, 9.441, 1.511], [7.975, -3.425, -4.352], [-7.482, -3.342, -6.287], [5.142, 6.995, -0.835], [1.713, -0.310, -0.028], [-7.710, -3.613, -3.219], [-10.726, 5.464, -0.913], [0.861, 6.283, -9.332], [-10.081, -0.955, -5.961], [2.659, -8.067, -2.776], [9.665, 1.803, 2.712], [-4.697, 12.015, -5.236], [-1.640, 8.825, -2.630], [0.600, 5.231, -9.218], [-8.125, -1.272, 4.984], [-4.729, -8.211, 5.826], [9.847, 0.880, 2.161], [-3.322, 9.853, -4.346], [11.527, -3.263, -5.728], [-3.627, -7.107, 4.087], [7.855, 9.027, 3.370], [0.937, -8.572, -2.659], [-5.865, -8.502, 4.454], [1.434, -10.234, -4.779], [3.394, 5.780, 7.632], [-10.553, -1.124, 6.011], [-10.086, -2.431, 3.655], [4.429, 5.170, 9.792], [-11.624, 7.710, -0.741], [-0.319, 2.125, 0.981], [-6.997, -10.838, 4.810], [12.568, 1.437, 1.667], [-8.972, -2.056, -8.152], [2.049, -9.476, -5.263], [9.694, 0.978, 1.086], [-7.641, -4.955, -4.296], [7.645, 10.843, 1.337], [13.479, 1.265, 2.239], [-6.308, -3.843, -4.319], [-9.227, -3.412, 5.939], [-0.412, -0.343, 1.082], [6.913, 9.468, 3.696], [-4.568, 11.768, -4.183], [12.593, 1.297, 0.587], [5.788, -10.458, 5.155], [6.169, -7.802, 3.807]], "multiplicity": 1, "de_lowest_kj_mol": 752.5, "homo_energy_ev": -8.66, "homo_lumo_gap_ev": 8.626, "total_charge": 0}

***

(3)
{"formula": "C2H3F2O2S", "method": "the ωB97M-V functional and the def2-TZVPD basis", "elements": ["S", "F", "H", "O", "C", "O", "H", "F", "C", "H"], "xyz": [[-1.473, -1.225, 0.051], [1.105, -0.787, -1.660], [1.140, -0.189, 0.987], [-0.811, -1.671, 1.289], [-0.081, 0.088, -0.606], [-2.519, -0.186, 0.193], [1.774, 1.105, -0.021], [-0.387, 0.951, -1.562], [0.875, 0.559, 0.352], [0.377, 1.354, 0.977]], "multiplicity": 1, "de_lowest_kj_mol": 88.0, "homo_energy_ev": -4.10, "homo_lumo_gap_ev": 8.180, "total_charge": -1}

***

(4)
{"formula": "C2H5NO3", "method": "the ωB97M-V functional and the def2-TZVPD basis", "elements": ["H", "O", "H", "H", "N", "C", "C", "H", "O", "H", "O"], "xyz": [[-0.813, 0.690, -2.305], [0.346, -1.659, -0.784], [-0.532, 1.657, -1.130], [-1.062, -0.290, 1.848], [-0.316, -0.322, 1.075], [0.722, 0.642, 1.215], [-0.509, -1.234, -0.078], [0.900, 0.850, 2.328], [1.383, 1.145, 0.392], [-1.567, -1.669, 0.161], [-1.228, 1.085, -1.515]], "smiles": "O=CNC=O.O", "multiplicity": 1, "de_lowest_kj_mol": 114.5, "homo_energy_ev": -10.27, "homo_lumo_gap_ev": 10.868, "total_charge": 0}